Version w
Below is 10 unconnected molecules or ions with the total composition H20O10, with properties calculated with the ωB97M-V functional and the def2-TZVPD basis.

## Properties
- HOMO energy: -10.98 eV
- Spin multiplicity: 1
- HOMO-LUMO gap: 10.26 eV
- SMILES string: O.O.O.O.O.O.O.O.O.O

XYZ file:
```
30
Properties=species:S:1:pos:R:3:lowdin_charge:R:1
O -0.04 1.20 -0.82 -0.06
H 0.62 0.65 -1.26 0.04
H -0.50 0.62 -0.24 0.01
O 1.61 0.38 1.83 -0.04
H 1.57 1.16 2.42 0.07
H 0.97 -0.16 2.22 0.01
O -3.40 3.83 -1.48 -0.08
H -4.39 3.85 -1.29 0.07
H -3.26 2.93 -1.19 0.00
O -2.53 -2.00 2.82 -0.09
H -1.94 -1.31 2.37 0.06
H -3.32 -1.77 2.28 0.03
O 0.67 -2.84 -3.14 -0.08
H 0.52 -2.63 -2.16 0.06
H 1.58 -2.55 -3.21 0.02
O 1.03 2.79 0.09 -0.07
H 1.93 2.38 0.13 0.07
H 1.22 3.62 0.45 0.01
O 4.12 0.16 1.81 -0.11
H 3.45 0.90 2.01 0.04
H 5.00 0.52 1.64 0.04
O -4.12 -0.28 -0.23 -0.06
H -3.16 -0.17 -0.42 0.03
H -4.32 0.51 0.29 0.03
O 4.55 -0.83 -1.58 -0.08
H 4.48 0.07 -2.05 0.08
H 3.81 -0.95 -1.00 -0.01
O -2.36 -3.55 0.02 -0.04
H -1.69 -3.10 0.55 0.02
H -2.11 -3.44 -0.88 0.01
```



Version x
Below is 10 unconnected molecules or ions with the total composition H20O10, with properties calculated with the ωB97M-V functional and the def2-TZVPD basis.

## Properties
- HOMO energy: -9.91 eV
- Spin multiplicity: 1
- HOMO-LUMO gap: 9.52 eV
- SMILES string: O.O.O.O.O.O.O.O.O.O

XYZ file:
```
30
Properties=species:S:1:pos:R:3:lowdin_charge:R:1
O -0.42 0.61 -2.50 -0.07
H -0.47 0.57 -1.62 -0.12
H 0.65 0.57 -2.62 0.14
O -1.40 1.18 0.24 -0.08
H -0.61 0.64 -0.16 0.04
H -1.62 1.59 -0.61 0.04
O -0.29 -4.62 -0.08 -0.12
H -0.77 -4.26 0.76 0.08
H -0.37 -3.88 -0.74 0.03
O 0.37 1.52 4.00 -0.15
H 0.44 0.69 3.42 0.04
H 0.58 2.18 3.27 0.00
O 0.64 -0.68 0.69 0.05
H -0.04 -1.11 1.07 -0.03
H 0.85 -0.85 -0.18 -0.01
O -1.99 -1.00 -1.99 -0.09
H -1.24 -1.30 -2.49 0.02
H -2.46 -0.31 -2.53 0.08
O 1.46 2.48 1.83 -0.12
H 0.84 2.20 1.11 0.02
H 2.42 2.11 1.65 0.13
O 2.13 -1.70 -2.39 -0.10
H 2.76 -2.23 -2.91 0.05
H 2.35 -1.63 -1.38 0.08
O -2.17 -0.74 2.31 -0.13
H -2.78 -0.40 3.09 0.10
H -2.56 -0.30 1.51 0.03
O 1.07 2.66 -0.86 -0.07
H 0.90 3.57 -0.42 0.13
H 1.72 2.47 -1.47 0.01
```



Relative energies, unit kJ/mol: version w 0.0; version x 24.2



Version w
Below is 10 unconnected molecules or ions with the total composition H20O10, with properties calculated with the ωB97M-V functional and the def2-TZVPD basis.

## Properties
- HOMO energy: -10.17 eV
- Spin multiplicity: 1
- HOMO-LUMO gap: 9.65 eV
- SMILES string: O.O.O.O.O.O.O.O.O.O

XYZ file:
```
30
Properties=species:S:1:pos:R:3:lowdin_charge:R:1
O 1.96 -1.85 -0.04 -0.02
H 2.66 -2.18 0.49 0.03
H 2.45 -1.85 -0.87 0.06
O -1.58 1.44 2.28 -0.02
H -0.81 1.03 1.98 -0.03
H -1.26 2.34 2.19 0.05
O 3.53 0.22 1.34 -0.04
H 3.99 -0.56 1.11 -0.01
H 3.26 0.54 0.45 0.00
O 0.21 0.28 0.18 -0.07
H 0.94 -0.27 -0.11 -0.01
H -0.54 -0.33 -0.03 0.04
O -3.12 1.71 -0.35 -0.07
H -2.52 1.78 0.41 -0.01
H -3.49 0.84 -0.31 -0.04
O -0.19 -1.71 -2.10 -0.07
H 0.36 -0.94 -2.42 0.06
H -1.05 -1.33 -2.04 0.02
O -4.16 -0.80 0.19 -0.02
H -3.36 -1.24 0.18 -0.08
H -4.32 -0.64 1.12 0.06
O 1.10 2.94 0.51 -0.08
H 1.13 3.22 -0.43 0.05
H 0.75 2.04 0.38 -0.02
O -1.86 -1.94 0.15 -0.02
H -2.19 -2.83 0.23 0.08
H -1.68 -1.90 1.10 0.09
O 3.09 0.83 -1.54 -0.03
H 3.61 1.25 -2.25 0.07
H 3.12 -0.09 -1.80 0.03
```



Version x
Below is 10 unconnected molecules or ions with the total composition H20O10, with properties calculated with the ωB97M-V functional and the def2-TZVPD basis.

## Properties
- HOMO energy: -10.50 eV
- Spin multiplicity: 1
- HOMO-LUMO gap: 10.08 eV
- SMILES string: O.O.O.O.O.O.O.O.O.O

XYZ file:
```
30
Properties=species:S:1:pos:R:3:lowdin_charge:R:1
O -0.29 -0.40 0.79 -0.05
H -0.27 -1.28 0.39 0.00
H 0.04 0.18 0.09 0.05
O 1.89 0.48 2.08 -0.06
H 1.29 -0.19 2.43 0.00
H 1.39 0.89 1.36 0.00
O 2.63 -1.78 1.00 -0.06
H 2.19 -2.23 1.73 0.02
H 3.52 -2.15 0.98 0.05
O 0.71 -3.30 -0.04 -0.05
H 0.35 -3.94 0.59 0.05
H -0.05 -2.76 -0.28 0.01
O 2.91 0.08 -1.85 -0.06
H 2.33 0.26 -2.60 0.03
H 2.98 -0.88 -1.83 0.03
O -2.70 -0.79 -0.90 -0.05
H -2.92 -0.70 0.04 0.03
H -2.22 -1.62 -0.94 0.02
O -1.21 4.14 -2.83 -0.07
H -1.34 3.19 -2.72 0.02
H -0.29 4.28 -2.57 0.01
O -0.32 -2.73 2.55 -0.03
H 0.47 -2.22 2.78 0.03
H -0.95 -2.07 2.24 0.03
O 0.96 2.54 -1.42 -0.03
H 1.50 3.22 -1.01 0.06
H 0.57 2.06 -0.68 0.02
O -4.62 2.33 0.40 -0.06
H -4.86 2.99 -0.27 0.04
H -3.67 2.43 0.49 0.03
```



Relative energies, unit kJ/mol: version w 0.0; version x 97.6



Version w
Below is 10 unconnected molecules or ions with the total composition H20O10, with properties calculated with the ωB97M-V functional and the def2-TZVPD basis.

## Properties
- HOMO energy: -11.29 eV
- Spin multiplicity: 1
- HOMO-LUMO gap: 11.32 eV
- SMILES string: O.O.O.O.O.O.O.O.O.O

XYZ file:
```
30
Properties=species:S:1:pos:R:3:lowdin_charge:R:1
O 2.72 40.78 -3.03 -0.05
H 2.23 39.96 -2.99 0.02
H 3.37 40.64 -3.73 0.03
O 3.52 45.14 -1.58 -0.05
H 2.82 45.61 -1.12 0.03
H 3.10 44.33 -1.88 0.03
O -0.76 38.71 -2.93 -0.05
H -1.41 38.12 -2.55 0.03
H -0.20 38.14 -3.46 0.01
O 3.26 37.46 -7.97 -0.05
H 3.56 38.29 -7.61 0.02
H 2.62 37.71 -8.64 0.03
O -1.07 44.31 -3.76 -0.05
H -1.49 44.38 -2.90 0.03
H -0.77 43.40 -3.80 0.03
O 0.24 39.26 1.64 -0.05
H 0.28 39.37 0.69 0.02
H -0.15 38.39 1.76 0.03
O 2.43 35.60 -1.18 -0.05
H 1.63 35.41 -0.68 0.03
H 2.11 35.93 -2.02 0.01
O 4.23 41.13 -7.59 -0.05
H 4.18 41.73 -8.34 0.03
H 4.98 41.44 -7.08 0.02
O 1.68 36.30 -4.81 -0.05
H 1.17 35.52 -5.02 0.04
H 2.26 36.42 -5.56 0.02
O 7.02 41.42 -4.95 -0.05
H 6.92 41.80 -4.07 0.03
H 7.89 41.04 -4.95 0.03
```



Version x
Below is 10 unconnected molecules or ions with the total composition H20O10, with properties calculated with the ωB97M-V functional and the def2-TZVPD basis.

## Properties
- HOMO energy: -9.99 eV
- Spin multiplicity: 1
- HOMO-LUMO gap: 9.64 eV
- SMILES string: O.O.O.O.O.O.O.O.O.O

XYZ file:
```
30
Properties=species:S:1:pos:R:3:lowdin_charge:R:1
O 1.43 1.93 -2.41 -0.08
H 2.22 1.96 -3.02 0.09
H 0.72 2.51 -2.81 0.10
O 0.05 -2.01 2.93 0.02
H 0.12 -2.00 1.96 0.02
H -0.02 -2.73 3.38 -0.08
O -0.49 -2.61 0.10 -0.07
H -1.32 -2.29 -0.23 -0.01
H -0.59 -3.59 0.19 0.09
O 1.78 2.00 2.52 -0.05
H 2.10 1.45 1.75 0.03
H 2.54 2.22 2.99 -0.01
O 1.38 -1.83 -1.90 -0.15
H 0.95 -2.47 -1.30 -0.01
H 0.68 -1.70 -2.75 0.15
O -3.27 1.29 -0.11 -0.09
H -3.05 0.43 0.19 -0.04
H -2.39 1.70 0.16 0.02
O 0.10 0.42 -0.14 -0.10
H 0.13 0.05 -1.03 0.00
H -0.24 -0.56 0.16 0.09
O 2.90 1.35 -0.25 -0.17
H 3.52 0.70 -0.80 0.10
H 2.37 1.68 -1.09 0.01
O -1.07 2.41 1.48 -0.08
H -1.14 2.98 2.19 -0.01
H -0.08 2.35 1.11 0.09
O -2.81 -1.53 -1.03 -0.02
H -3.38 -1.98 -0.47 0.02
H -3.14 -2.11 -1.78 0.11
```



Relative energies, unit kJ/mol: version w 0.0; version x 215.5